Density functional theory data (ωB97M-V/def2-TZVPD) for a molecular structure, C16H20F6MgN3O2Sb in a non-equilibrium geometry.

Last column: Löwdin spin population.
Atoms and positions in Å:
Mg 1.5724 0.9849 0.1037  -0.0002
O 0.1506 2.0830 3.5097  0.0108
C 0.8349 1.6143 2.6226  0.0004
O 1.3329 2.1523 1.5665  0.0378
C 1.1132 0.0800 2.7047  0.0004
C 0.7825 -0.6185 3.8795  -0.0002
C 1.0245 -1.9600 3.9166  0.0001
C 1.6154 -2.6104 2.8100  -0.0002
C 1.9155 -3.9922 2.8176  0.0001
C 2.5321 -4.5713 1.7465  -0.0001
C 2.8833 -3.7898 0.6272  0.0000
C 2.5937 -2.4536 0.5828  0.0000
C 1.9383 -1.8383 1.6699  -0.0001
N 1.6426 -0.4952 1.6354  -0.0006
H 0.3541 -0.0698 4.7042  0.0000
H 0.7799 -2.5380 4.8009  0.0000
H 1.6558 -4.5755 3.6928  0.0000
H 2.7697 -5.6269 1.7592  0.0000
H 3.4018 -4.2502 -0.2037  0.0000
H 2.9000 -1.8571 -0.2644  0.0000
F 2.9544 2.0446 -0.6609  0.0003
Sb 3.2253 1.0603 -2.3450  0.0001
F 4.4830 0.0446 -1.4177  0.0000
F 1.9028 -0.1373 -1.3977  0.0024
F 3.1036 -0.1203 -3.7706  0.0000
F 1.6489 1.9484 -2.8815  0.0035
F 4.4256 2.3266 -2.9449  0.0000
C -3.4638 0.5250 -3.4050  0.0410
C -3.6067 0.5927 -1.8757  0.0425
N -2.4900 1.3371 -1.3073  0.4184
C -2.6695 2.7893 -1.2036  0.0323
C -3.0480 3.1829 0.2320  0.0330
C -1.3447 0.7105 -0.9100  -0.0138
C -1.2616 -0.7858 -0.9231  -0.0151
N -0.3290 1.4185 -0.4933  0.3756
H -4.2726 -0.0870 -3.8000  0.0039
H -2.5135 0.0775 -3.6957  -0.0002
H -3.5290 1.5180 -3.8491  0.0003
H -3.6426 -0.4030 -1.4451  0.0054
H -4.5180 1.1221 -1.6034  0.0077
H -3.4648 3.0589 -1.8938  0.0036
H -1.7682 3.3023 -1.5346  0.0074
H -3.9545 2.6663 0.5486  0.0001
H -3.2362 4.2544 0.2605  0.0025
H -2.2486 2.9506 0.9374  0.0013
H -2.0357 -1.2218 -0.2908  -0.0043
H -0.2922 -1.0984 -0.5467  -0.0001
H -1.3783 -1.1734 -1.9358  -0.0046
H -0.4693 2.4285 -0.5289  0.0085

The HOMO-LUMO gap (spin up / spin down) comes out at 8.16 / 3.38 eV. As for the LUMO energy (spin up / spin down): -3.48 / -8.27 eV. The expectation value of S² is 0.7844. The value obtained for the relative energy (zero: lowest compared OMol25 entry of this formula, charge and spin) is 4.95 kcal/mol. The net charge is +1. As for the HOMO energy (spin up / spin down): -11.6 / -11.6 eV. Its multiplicity is 2.

---

Density functional theory data (ωB97M-V/def2-TZVPD) for C5H8O in the gas phase in a non-equilibrium geometry.

Last column: Löwdin charge in e.
Atoms and positions in Å:
C -0.6302 -1.7228 -1.6400  -0.0880
C 0.5473 -0.9306 -1.1782  -0.1224
C 0.5420 0.2014 -0.4162  -0.2135
C -0.0232 1.4793 -0.2972  0.0456
C -0.0257 2.0966 1.0545  -0.3263
O 0.3114 1.3107 2.2059  -0.0957
H -0.5831 -1.9281 -2.7158  0.0792
H -0.6094 -2.6988 -1.1197  0.0878
H -1.5595 -1.2087 -1.3759  0.0787
H 1.3277 -0.0335 0.3213  0.1280
H 1.5265 -1.4157 -1.2608  0.1064
H -1.0187 2.5729 1.1809  0.1151
H 0.6861 2.9427 1.0410  0.1222
H -0.3299 0.5893 2.2531  0.0829

The HOMO-LUMO gap (spin up / spin down) comes out at 7.27 / 7.54 eV. As for the LUMO energy (spin up / spin down): -0.62 / -0.59 eV. The value obtained for the relative energy (zero: lowest compared OMol25 entry of this formula, charge and spin) is 113.97 kcal/mol. As for the HOMO energy (spin up / spin down): -7.9 / -8.1 eV.

---

Density functional theory data (ωB97M-V/def2-TZVPD) for a molecular structure, C11H21ClIrN5O2 in a non-equilibrium geometry.

Last column: Löwdin spin population.
Atoms and positions in Å:
Ir 8.9217 5.0056 11.4883  2.5809
C 5.8155 5.9352 11.3373  0.0145
C 5.8758 4.4363 11.5627  0.0146
N 7.1225 3.7815 10.8239  0.1666
C 6.9744 3.7574 9.3262  0.0137
C 8.2418 4.4028 8.7073  0.0193
N 8.7404 5.6335 9.4009  0.1433
C 7.7754 6.7564 9.1761  0.0141
C 7.6851 7.4709 10.6000  0.0289
N 7.1833 6.4878 11.6049  0.2085
H 5.1056 6.3636 12.0090  0.0036
H 5.3385 6.0139 10.3580  0.0006
H 4.9994 3.9149 11.2662  0.0029
H 6.0572 4.2077 12.5810  0.0021
H 7.0492 2.8437 11.1644  0.0052
H 5.9931 4.2173 9.0922  0.0019
H 6.9521 2.7422 8.9086  0.0013
H 8.1673 4.6611 7.6882  0.0036
H 8.9923 3.6448 8.7476  0.0031
H 9.7029 5.8069 9.0837  0.0130
H 6.8319 6.3092 8.8866  0.0006
H 8.1259 7.3884 8.4170  0.0021
H 7.0211 8.3574 10.5427  0.0067
H 8.7055 7.7158 10.9007  0.0083
H 7.2171 6.8685 12.5663  0.0065
Cl 12.0426 6.4948 7.1379  0.2110
C 12.4847 5.5463 5.8885  0.7214
C 12.1793 7.2217 10.0713  0.0039
O 13.1888 7.8279 10.0618  0.0060
O 11.2653 6.5174 10.0916  0.0315
H 12.9722 5.9548 5.0319  0.0357
H 12.5669 4.3624 5.9575  0.0229
N 11.4809 3.9183 12.6812  0.0547
C 12.2356 4.0150 13.6918  0.1258
C 11.4390 4.7520 14.7924  0.2439
C 10.3260 5.0712 14.1042  0.0345
N 10.2566 4.5616 12.9953  0.2191
H 11.5528 3.6558 11.7099  0.0104
H 13.3519 3.9502 13.8264  0.0037
H 11.9268 4.9635 15.7556  0.0093
H 9.5531 5.5916 14.5894  0.0005

The HOMO-LUMO gap (spin up / spin down) comes out at 5.47 / 3.85 eV. As for the LUMO energy (spin up / spin down): -9.67 / -14.35 eV. The expectation value of S² is 8.7772. The net charge is +3. As for the HOMO energy (spin up / spin down): -15.1 / -18.2 eV. Its multiplicity is 6.

---

Density functional theory data (ωB97M-V/def2-TZVPD) for C6H10ClN3O in the gas phase in a non-equilibrium geometry.

Last column: Löwdin charge in e.
Atoms and positions in Å:
C 3.5611 0.0238 0.5504  -0.0795
N 2.1374 -0.1995 0.5954  -0.0101
C 1.4955 -0.4786 -0.5696  -0.6057
O 1.9728 -0.9684 -1.5547  0.0907
N 0.0989 -0.0118 -0.6290  0.0956
N -0.5623 0.2268 0.6543  -0.1212
C -1.6272 1.2049 0.5373  -0.1578
C -2.4719 0.6127 -0.6684  -0.2221
C -2.3187 -0.8476 -0.5912  -0.1929
C -0.9728 -0.9855 0.1231  -0.8105
Cl -0.3410 -2.4678 0.6022  0.7993
H 4.1869 -0.7173 0.2909  0.0322
H 3.7309 0.9702 -0.0807  0.1183
H 3.7564 0.2239 1.6581  0.1071
H 1.6260 0.4120 1.2861  0.1468
H -1.2006 2.2526 0.3152  0.1375
H -2.2616 1.2819 1.4700  0.1236
H -1.8628 1.0566 -1.5501  0.1266
H -3.5732 1.0176 -0.7713  0.1430
H -3.0844 -1.4678 0.0125  0.1420
H -2.2893 -1.1387 -1.6805  0.1370

The HOMO-LUMO gap comes out at 10.23 eV. As for the LUMO energy: 0.80 eV. Its SMILES is CNC(=O)N1N2CCC[C@]21Cl. The value obtained for the relative energy (zero: lowest compared OMol25 entry of this formula, charge and spin) is 1.87 kcal/mol. As for the HOMO energy: -9.4 eV.

---

Density functional theory data (ωB97M-V/def2-TZVPD) for 2 unconnected molecules or ions with the total composition C23H24BFO4 in a non-equilibrium geometry.

Last column: Löwdin charge in e.
Atoms and positions in Å:
C 5.9440 -2.7615 -0.4494  -0.0357
C 5.2345 -1.6285 -0.8966  -0.3115
C 5.6851 -0.6874 -1.8478  -0.0551
C 4.7667 0.3332 -1.8262  -0.0500
C 3.5017 -0.2713 -1.2888  0.0302
B 2.8094 2.0579 0.5522  -0.7285
O 2.8541 0.8040 1.2476  0.0827
C 1.4679 0.5640 1.5705  -0.0716
C 0.6674 1.6041 0.7036  -0.2865
C -0.8417 1.4932 0.7288  -0.1217
C 1.1947 1.3256 -0.7902  -0.1864
O 2.4501 1.8811 -0.8884  0.0126
C 1.1934 3.1288 0.9592  -0.0101
O 2.6443 3.2645 1.0946  0.1705
O 4.0125 -1.1689 -0.4629  -0.0153
H 6.9978 -2.4307 -0.3442  0.1027
H 5.6234 -3.2191 0.5065  0.1035
H 6.0000 -3.5653 -1.2171  0.1045
H 6.5776 -0.8562 -2.3972  0.1060
H 5.0056 1.3113 -2.3019  0.1111
H 1.2317 -0.4886 1.3751  0.1183
H 1.2563 0.7194 2.6421  0.1396
H -1.3240 2.4093 0.3411  0.1438
H -0.2040 -1.4811 0.6135  0.1449
H -1.2461 1.4738 1.7761  0.1309
H 1.2880 0.2410 -0.9507  0.1010
H 0.4571 1.7672 -1.4930  0.1442
H 0.8805 3.7542 0.0888  0.1543
H 0.8484 3.5327 1.9170  0.1450
F -2.3575 -1.9167 3.9791  0.0484
C -2.4394 -1.7366 2.6267  -0.2733
C -3.3788 -2.4743 1.9002  -0.0141
C -3.2320 -2.5424 0.5237  -0.1094
C -2.2589 -1.8666 -0.1286  -0.0438
C -1.2177 -1.0677 0.5661  -0.2350
C -1.1940 0.3149 -0.1211  -0.1971
C -2.7917 0.5568 -0.5114  -0.1597
C -2.9407 0.8652 -1.8541  -0.0553
C -4.1822 0.7135 -2.4735  -0.0752
C -5.3042 0.5704 -1.6843  -0.0871
C -5.1930 0.4188 -0.2912  -0.0734
C -3.9471 0.4481 0.3152  -0.0367
C -1.5856 -0.8738 2.0120  0.0236
H -4.2188 -2.9557 2.4292  0.1251
H -3.9742 -3.1146 -0.0891  0.1322
H -2.3639 -1.7469 -1.2253  0.1363
H -0.6967 0.3111 -1.0985  0.1126
H -2.0462 1.1194 -2.4271  0.1157
H -4.2484 0.7550 -3.5133  0.0835
H -6.3137 0.5212 -2.1062  0.1045
H -6.0739 0.3489 0.3145  0.0973
H -3.8662 0.2584 1.3689  0.1028
H -1.1515 -0.0134 2.5260  0.1044

The HOMO-LUMO gap comes out at 2.07 eV. As for the LUMO energy: -2.95 eV. The value obtained for the relative energy (zero: lowest compared OMol25 entry of this formula, charge and spin) is 59.45 kcal/mol. As for the HOMO energy: -5.0 eV.

---

Density functional theory data (ωB97M-V/def2-TZVPD) for a molecular structure, C22H19F3NO5S3 in a non-equilibrium geometry.

Last column: Löwdin charge in e.
Atoms and positions in Å:
C -0.8727 -0.2564 5.1771  -0.0289
C -0.7726 -0.7904 3.7568  -0.5171
C 0.5178 -0.5321 3.0990  -0.1957
C 1.6182 -1.4498 3.1763  -0.2812
C 1.3913 -2.8294 2.9583  -0.0473
C 2.4817 -3.6781 2.8025  -0.1142
C 3.7928 -3.1890 2.8656  -0.1474
C 4.0321 -1.8610 3.2324  -0.1322
C 2.9538 -1.0004 3.3822  -0.0792
O -1.7204 -1.3664 3.2015  -0.0427
H -0.8101 0.8432 5.1917  0.0816
H -1.8632 -0.5176 5.5408  0.0637
H -0.0825 -0.6953 5.8058  0.0831
H 0.8162 0.5013 2.9920  0.0592
H 0.3475 -3.1600 2.8975  0.1145
H 2.2973 -4.7442 2.6551  0.0920
H 4.6116 -3.8538 2.6128  0.0761
H 5.0507 -1.5073 3.4043  0.0896
H 3.0903 0.0415 3.6712  0.0990
F 0.4966 2.0492 1.7557  0.0544
C -0.3820 1.7530 0.7572  -0.7929
F -1.3679 2.6853 0.8084  0.0650
F 0.2910 1.9245 -0.4025  0.0851
S -1.0927 0.1088 0.9962  1.1247
N -1.6461 0.0259 -0.7040  -0.5571
S -3.2845 0.6460 -1.4700  0.7460
C -3.1218 1.7106 -2.9526  -0.2463
C -3.8217 2.9151 -2.9396  -0.0607
C -3.7226 3.7704 -4.0421  -0.0775
C -2.9668 3.3805 -5.1553  -0.0854
C -2.3429 2.1264 -5.1765  -0.0716
C -2.4654 1.2674 -4.0873  -0.0541
O -3.9924 -0.5325 -1.9012  -0.2995
O -3.7592 1.4551 -0.3703  -0.3240
S -0.9410 -1.3647 -1.3610  0.5989
C 0.7884 -0.9020 -1.4435  -0.2742
C 1.3668 -0.6952 -2.6939  -0.0628
C 2.6446 -0.1554 -2.7510  -0.0842
C 3.3430 0.1094 -1.5684  -0.0799
C 2.8041 -0.2469 -0.3361  -0.0519
C 1.5250 -0.7772 -0.2788  -0.0878
O -1.1192 -2.4591 -0.4468  -0.2855
O -1.3816 -1.4006 -2.7319  -0.3406
H -4.4459 3.1669 -2.0886  0.1111
H -4.2278 4.7388 -4.0254  0.1038
H -2.8728 4.0492 -6.0161  0.1012
H -1.7693 1.8064 -6.0427  0.1039
H -2.0442 0.2706 -4.1114  0.0975
H 0.7947 -0.8961 -3.5905  0.1038
H 3.0853 0.0693 -3.7163  0.0963
H 4.3073 0.6002 -1.6022  0.0961
H 3.3517 -0.0773 0.5903  0.1066
H 1.0896 -1.0767 0.6749  0.0689

The HOMO-LUMO gap comes out at 5.06 eV. As for the LUMO energy: 2.20 eV. The net charge is -1. As for the HOMO energy: -2.9 eV.

---

no.,calculated total energy (a.u.)
1,-1975.99949
2,-270.37627
3,-1419.21268
4,-934.23272
5,-1316.15385
6,-2774.78135